1.
46
Properties=species:S:1:pos:R:3:forces:R:3 method="wB97M-V/def2-TZVPD" e_lumo_ev=-13.161 fmax_ev_per_a=0.77 charge=+3 multiplicity=1 orbital_gap_ev=7.603 total_energy_ev=-66151.9400 de_lowest_kcal_mol=66.2
Mo 0.407639 -0.065979 -0.405842 -0.5 0.1 0.5
N 1.726909 0.032858 1.317612 0.0 0.0 0.0
C 2.083749 -1.349201 1.796891 0.0 0.1 0.0
C 0.771625 -2.026113 2.083639 -0.1 0.0 0.0
N -0.154510 -1.822807 0.899839 0.2 0.0 -0.2
C -0.464215 -3.073403 0.112481 -0.1 0.0 0.1
C -0.651720 -2.710767 -1.356929 -0.1 0.1 0.0
N -1.004336 -1.255107 -1.433912 0.1 -0.1 0.0
H 2.573104 0.556037 1.069099 0.0 0.0 -0.1
H 1.280023 0.554469 2.078716 0.0 0.0 0.0
H 2.714209 -1.281758 2.683566 0.0 0.0 0.0
H 2.650955 -1.846103 1.012363 0.0 0.0 0.0
H 0.285626 -1.575722 2.950056 0.0 0.0 0.0
H 0.895040 -3.087759 2.289043 0.0 0.0 0.0
H -1.038909 -1.529276 1.311065 -0.1 0.1 0.0
H -1.369841 -3.506430 0.535644 0.0 -0.1 0.0
H 0.339759 -3.795188 0.234443 0.1 0.0 0.0
H -1.442360 -3.291628 -1.830690 0.0 0.0 0.0
H 0.258148 -2.850351 -1.935792 0.0 0.0 0.0
H -1.962739 -1.082733 -1.115357 0.0 0.0 0.0
H -0.929835 -0.924929 -2.432745 0.0 0.0 -0.2
O 0.523565 2.280929 -3.991865 0.0 0.1 0.0
P 0.628295 0.860132 -3.430333 0.2 -0.1 0.1
O -0.283330 -0.207248 -3.833983 -0.1 -0.1 0.0
O 0.362671 1.120508 -1.818172 0.2 -0.1 -0.1
O 2.154779 0.455831 -3.496341 -0.2 0.1 0.1
P 3.539082 0.210147 -2.657524 0.1 -0.1 -0.1
O 3.328381 1.245296 -1.431589 -0.1 0.0 0.0
O 2.980258 -1.183308 -1.769575 -0.2 0.1 0.1
O 1.770607 -0.920519 -1.149472 0.6 -0.3 -0.4
H 0.205922 2.447490 -4.895637 0.0 0.0 0.0
H 3.995395 1.951431 -1.399180 0.0 0.0 0.0
C -2.239027 2.865517 0.309154 0.0 0.0 -0.1
C -1.668047 1.814565 1.227991 0.4 -0.2 -0.1
O -0.732821 0.940446 0.501402 -0.5 0.2 0.3
C -0.807025 2.442571 2.357946 -0.3 0.1 0.1
F -0.299609 1.491861 3.171817 0.1 0.0 -0.1
F 0.235013 3.062330 1.796869 0.0 0.0 0.0
F -1.524631 3.282183 3.061415 0.1 -0.1 0.0
C -2.757509 0.834783 1.728826 -0.1 -0.1 0.2
F -3.700917 1.480385 2.357510 0.0 0.0 0.0
F -2.249833 -0.121454 2.534328 0.1 0.1 -0.1
F -3.266743 0.183963 0.662801 0.0 0.1 -0.1
H -1.444324 3.479885 -0.109225 0.0 0.0 0.0
H -2.897607 3.504667 0.898820 0.0 0.0 0.0
H -2.820869 2.409498 -0.489172 0.0 0.0 0.0


2.
34
Properties=species:S:1:pos:R:3:forces:R:3 method="wB97M-V/def2-TZVPD" e_lumo_ev="-9.214 / -10.394" fmax_ev_per_a=9.72 charge=+2 multiplicity=5 orbital_gap_ev="6.101 / 4.896" total_energy_ev=-80253.7503
I -5.520201 -0.688249 0.473634 0.2 -1.1 1.9
I -3.925260 -2.052651 3.068570 -1.5 0.8 -1.5
Mn -0.017548 -0.041970 0.070908 8.6 2.2 -2.8
P 0.253748 -1.918185 -1.137713 0.1 -3.6 -2.1
C -1.143626 -3.142169 -1.126169 0.3 0.5 0.1
C 0.604060 -1.635456 -2.926309 -0.4 0.9 0.2
H 0.802775 -2.596345 -3.421677 -0.1 0.2 0.3
H 1.857904 -3.761760 -1.221286 -0.2 0.3 0.1
H 1.471340 -0.961593 -3.049542 -0.4 -0.4 0.1
H 2.627430 -2.247481 -0.608886 -0.4 -0.3 0.0
H -2.037483 -2.646439 -1.550080 0.4 -0.4 0.2
H -0.280925 -1.153274 -3.385136 0.5 -0.3 0.1
C 1.724123 -2.880034 -0.577676 -0.1 0.5 0.8
H -0.866171 -4.031461 -1.727953 -0.2 0.5 0.4
H 1.554600 -3.200669 0.468077 0.2 0.0 -0.5
H -1.345618 -3.424970 -0.076538 0.0 0.0 -0.5
P -0.037600 1.973802 1.068397 -0.5 3.6 2.0
C -1.559460 2.426298 2.032732 0.4 -0.3 -0.4
C 1.348867 2.150611 2.271166 0.0 -0.9 0.0
H 1.151870 3.261448 -0.657773 -0.4 0.1 0.4
H 0.279560 4.331690 0.504695 -0.1 -0.4 0.0
H -0.628962 3.444456 -0.777760 0.4 0.1 0.3
C 0.223871 3.398327 -0.073290 -0.2 -0.6 -0.7
H 2.313499 1.958182 1.772141 -0.4 0.1 0.2
H 1.340979 3.163386 2.700107 -0.2 -0.3 -0.2
H -1.422743 3.422222 2.501537 -0.1 -0.6 -0.3
H -1.723981 1.649283 2.801976 0.0 0.5 -0.2
H 1.212353 1.401782 3.074503 0.2 0.4 -0.3
H -2.417638 2.437389 1.334651 0.3 0.1 0.4
C -1.642206 -0.415549 0.519748 -9.2 -2.0 2.5
O -2.742402 -0.661338 0.818705 5.3 1.1 -1.3
O 3.928360 1.127436 -1.460492 -3.2 -0.9 1.2
C 2.847075 0.813044 -1.054136 4.4 1.3 -1.6
N 1.769411 0.500237 -0.649130 -3.6 -1.1 1.5


3.
33
Properties=species:S:1:pos:R:3:forces:R:3 method="wB97M-V/def2-TZVPD" e_lumo_ev="-12.459 / -12.748" fmax_ev_per_a=5.87 charge=+2 multiplicity=1 orbital_gap_ev="4.047 / 3.638" total_energy_ev=-47928.1463
I 2.232551 0.935594 -2.868942 0.3 0.3 -0.1
I -1.052595 -2.327261 -0.908162 -1.1 -1.9 -0.4
Y 0.348074 -0.050087 -0.816348 1.3 3.0 1.4
P 1.900107 -1.528423 0.780219 2.4 -0.4 1.6
C 3.153596 -2.311239 -0.230363 -0.4 -0.3 -0.6
C 3.037653 -0.453520 1.675254 -0.3 1.1 -0.9
H 3.852183 -1.074153 1.973034 0.8 -0.5 0.0
H 2.749929 -3.003738 2.401945 0.1 -0.1 -0.2
H 2.570180 -0.149322 2.578684 -0.4 0.9 0.7
H 1.301786 -2.219023 2.903606 -0.9 0.0 0.9
H 3.610589 -1.549053 -0.854717 0.2 -0.3 -0.4
H 3.355296 0.370653 1.028296 0.1 0.0 0.6
C 1.751019 -2.721672 2.084187 -0.7 -0.9 -0.6
H 3.899378 -2.748871 0.442433 -0.1 0.1 -0.2
H 1.209512 -3.578063 1.683460 -0.1 -0.2 0.7
H 2.644854 -3.099750 -0.769320 0.4 -0.3 -0.6
P -2.049904 1.193046 -0.936290 -1.7 2.2 -0.1
C -2.439888 1.534557 -2.649700 0.1 -0.6 -0.4
C -3.695435 1.030291 -0.273969 -0.1 -1.3 -0.4
H -1.986314 2.984753 0.600474 0.5 0.3 1.1
H -2.697129 3.428193 -0.867811 -0.5 0.5 -0.6
H -0.907193 3.301817 -0.823491 -0.2 0.3 0.4
C -1.859844 2.916987 -0.450636 1.5 -0.1 -0.1
H -3.608660 1.172126 0.776957 -0.3 -0.5 1.0
H -4.290336 1.853663 -0.650293 -0.1 0.1 -0.3
H -3.307842 2.203996 -2.667084 0.3 -0.1 -0.1
H -2.706957 0.579967 -3.086671 0.0 0.0 -0.8
H -4.087919 0.068514 -0.610572 -0.5 0.1 0.6
H -1.577115 2.023737 -3.093156 -0.1 -0.1 -0.5
C 0.602640 -0.742439 -3.093290 0.1 -2.6 -5.2
O 0.563066 -1.253476 -4.143302 -0.2 1.5 3.5
N 1.679842 2.856346 0.658265 0.1 0.2 0.0
C 1.192339 1.885509 0.262958 -0.3 -0.4 0.1


4.
36
Properties=species:S:1:pos:R:3:forces:R:3 method="wB97M-V/def2-TZVPD" e_lumo_ev=2.763 fmax_ev_per_a=1.14 charge=-1 multiplicity=1 orbital_gap_ev=7.824 total_energy_ev=-26105.7676 de_lowest_kcal_mol=10.9
Li 10.421150 11.812972 -5.532542 -0.5 0.5 0.2
C 11.598659 14.088502 -2.295363 -0.6 0.1 0.4
C 10.863710 13.372725 -3.428752 0.1 0.0 -0.1
O 9.626367 13.387560 -3.423028 0.3 -0.1 -0.1
O 11.607407 12.715875 -4.236403 -0.2 0.0 -0.3
H 12.625887 14.367426 -2.506481 0.1 -0.3 -0.1
H 11.521184 13.364421 -1.473678 0.4 0.2 0.1
H 11.052047 14.967909 -1.949953 -0.1 0.0 -0.2
N 7.706213 12.213669 -6.959628 -0.2 -0.9 0.5
O 8.977914 12.053748 -6.904226 -0.5 0.3 0.0
O 7.101658 12.817393 -6.063913 0.5 0.0 -0.5
O 7.087859 11.660114 -7.893552 0.3 0.4 0.1
C 12.949528 11.693677 -7.166900 -0.2 0.2 0.5
O 11.640418 11.221720 -6.935974 0.3 -0.3 0.4
C 11.382808 9.931732 -7.449413 -0.2 0.3 -1.1
C 10.284256 9.206605 -6.671796 -0.9 0.2 0.0
N 10.120336 9.669508 -5.291796 1.1 -0.1 -0.2
C 11.178683 9.117618 -4.435582 -0.4 0.1 0.2
C 11.052411 9.691493 -3.046892 -0.5 -0.3 0.3
O 11.999623 9.047749 -2.217384 0.1 0.0 -0.2
C 11.995144 9.581743 -0.920298 0.4 -0.4 -0.1
H 13.021950 12.652927 -6.655727 -0.1 0.0 -0.1
H 13.141110 11.827150 -8.234963 0.1 -0.1 0.0
H 13.679441 11.033486 -6.683129 0.1 -0.1 -0.3
H 12.306722 9.353783 -7.572891 0.1 0.0 0.5
H 11.000377 10.083167 -8.470278 0.1 -0.2 0.0
H 10.441634 8.118556 -6.727317 0.2 0.0 0.0
H 9.333659 9.409402 -7.169141 0.1 0.1 0.0
H 9.224422 9.354600 -4.942358 -0.1 0.2 -0.1
H 12.167781 9.369408 -4.822062 -0.1 0.0 -0.2
H 11.077408 8.023772 -4.388742 0.3 0.0 0.1
H 10.039139 9.465025 -2.663957 0.1 0.1 0.0
H 11.173605 10.778577 -3.039776 0.1 -0.1 -0.1
H 12.194320 10.656117 -0.950321 -0.2 0.1 0.2
H 12.811204 9.079921 -0.397893 -0.1 0.1 0.2
H 11.055917 9.351768 -0.407033 -0.1 0.2 0.1


5.
30
Properties=species:S:1:pos:R:3:forces:R:3 method="wB97M-V/def2-TZVPD" e_lumo_ev=0.883 fmax_ev_per_a=3.37 multiplicity=1 orbital_gap_ev=9.291 total_energy_ev=-14545.3613 de_lowest_kcal_mol=48.0
C -1.530312 -0.235186 0.510443 -3.3 -0.5 -0.6
C -2.542776 -0.649895 -0.021348 1.0 0.4 0.5
C -3.725430 -1.163749 -0.650361 0.0 0.1 0.0
C -4.898431 -0.521537 -0.684406 -0.1 -0.4 -0.3
C -5.183074 0.818908 -0.089906 0.5 0.2 0.2
N -6.433854 0.767611 0.670327 0.0 0.2 0.1
H -0.640959 0.085285 0.957669 0.2 0.4 0.2
H -3.624106 -2.139527 -1.122179 -0.1 0.1 0.1
H -5.743935 -1.011995 -1.182053 0.3 0.2 0.2
H -4.295642 1.168376 0.478867 -0.4 -0.2 -0.1
H -5.315466 1.548835 -0.894239 -0.1 -0.1 -0.1
H -6.326191 0.199271 1.503069 0.1 0.0 -0.1
H -6.687318 1.696659 0.989304 0.0 -0.1 -0.1
N 4.854001 1.388970 -0.014251 0.2 0.4 -0.3
C 4.529386 0.215552 -0.826076 0.2 -0.3 -0.2
C 3.400067 -0.592009 -0.174533 0.0 -0.2 -0.1
N 3.702881 -0.992379 1.200842 0.0 -0.1 -0.2
C 2.075073 0.176555 -0.170327 0.2 0.1 -0.2
N 0.945059 -0.562951 0.378098 1.9 -0.2 -0.3
H 4.179193 2.132125 -0.183097 0.1 -0.1 0.1
H 5.761657 1.768687 -0.288408 -0.3 -0.2 0.2
H 4.251406 0.454296 -1.866392 0.0 0.0 0.2
H 5.431510 -0.417632 -0.878395 -0.3 0.2 0.0
H 3.251923 -1.508510 -0.765931 0.0 0.1 0.1
H 4.410047 -1.721450 1.197291 -0.1 0.1 0.1
H 4.114966 -0.184606 1.651231 0.1 0.1 0.2
H 2.204524 1.080189 0.433715 0.0 0.0 0.0
H 1.834664 0.509625 -1.190703 0.0 -0.1 0.2
H 0.746561 -1.353114 -0.229057 -0.2 0.0 0.1
H 1.254584 -0.956393 1.260805 0.1 -0.2 0.1


6.
34
Properties=species:S:1:pos:R:3:forces:R:3 method="wB97M-V/def2-TZVPD" e_lumo_ev="-0.353 / -0.361" fmax_ev_per_a=0.30 multiplicity=3 orbital_gap_ev="7.593 / 7.659" total_energy_ev=-61735.9970 de_lowest_kcal_mol=3.0
Ni -0.571860 0.375388 0.046525 0.0 -0.1 -0.3
N -0.887394 2.538417 0.127359 0.0 0.0 0.1
C -0.720796 2.880258 1.569135 0.0 0.0 0.0
C -1.152540 1.722954 2.489062 0.0 0.0 0.1
O -1.605063 1.994832 3.600497 0.0 0.0 -0.1
N -0.946571 0.539238 1.930479 -0.1 0.0 0.0
C -1.407269 -0.685832 2.540930 0.0 -0.1 0.0
C -1.539167 -1.788240 1.478917 0.0 -0.1 0.0
O -1.838100 -2.917204 1.817637 0.0 0.0 0.0
O -1.310885 -1.430117 0.239663 0.1 0.0 0.0
H -0.376015 3.196824 -0.450288 0.0 0.0 0.0
H -1.866039 2.657377 -0.116919 0.0 0.0 0.0
H -1.285703 3.766695 1.854401 0.0 0.0 0.0
H 0.336818 3.085231 1.747429 0.0 0.0 0.0
H -2.384345 -0.567678 3.016386 0.0 0.0 0.1
H -0.727394 -1.062982 3.309958 0.0 0.1 0.0
N -0.721735 0.077713 -2.098584 0.0 0.0 0.2
C -0.171521 -1.185132 -2.648040 0.1 0.0 0.0
C 1.313609 -1.383206 -2.350766 0.0 0.0 0.0
C 1.615751 -1.852772 -0.913957 0.0 0.1 0.0
C 2.255057 -0.813141 -0.004642 0.0 0.0 0.0
N 1.518408 0.474535 -0.013145 0.1 0.0 -0.1
H -1.731677 0.046960 -2.206197 0.0 0.0 0.0
H -0.402927 0.860883 -2.660517 0.0 0.0 0.0
H -0.336435 -1.217043 -3.728411 0.0 0.0 0.0
H -0.734901 -1.998356 -2.192307 0.0 0.0 0.0
H 1.869493 -0.471943 -2.608145 0.0 0.0 0.0
H 1.670699 -2.140678 -3.050381 0.0 0.0 0.0
H 2.298414 -2.703917 -0.941988 0.0 0.0 0.0
H 0.689283 -2.200237 -0.455480 0.0 0.0 0.0
H 3.297787 -0.641872 -0.289707 0.0 0.0 0.0
H 2.251082 -1.186548 1.018986 0.0 0.0 0.0
H 1.785761 0.999121 -0.840075 0.0 0.0 0.0
H 1.816165 1.030474 0.782176 -0.1 0.0 0.0


7.
28
Properties=species:S:1:pos:R:3:forces:R:3 method="wB97M-V/def2-TZVPD" e_lumo_ev=0.769 fmax_ev_per_a=3.59 multiplicity=1 orbital_gap_ev=8.302 total_energy_ev=-27298.9818 de_lowest_kcal_mol=25.5
S 1.225099 -0.070779 -1.672049 0.6 0.0 -3.5
C 1.577915 2.175520 0.487695 -1.4 -0.9 1.7
C -2.467202 -1.034974 1.639807 -0.9 0.4 -1.5
C 2.692056 -1.157290 0.469760 -0.5 0.0 1.3
C -1.399394 0.945529 -2.524854 1.0 0.4 1.3
C 0.267109 1.477542 1.002831 1.2 -0.9 0.4
C -1.311406 -1.422518 0.717696 -0.4 -0.3 2.2
C 1.325126 -1.169335 -0.227456 0.1 -1.6 -1.1
C -0.707377 -0.160607 -1.746379 1.0 -0.2 0.1
Si -0.151173 -0.144694 0.091233 -1.4 -0.2 0.9
H 2.423345 1.568508 0.678240 0.9 -0.6 0.2
H 1.462097 2.262021 -0.534015 0.1 0.4 -2.1
H 1.758149 3.142178 0.896175 -0.1 0.8 0.6
H -2.084688 -0.453463 2.456930 0.1 -0.3 1.0
H -3.050312 -1.947170 1.909044 0.2 1.0 0.2
H -3.112636 -0.260908 1.120753 0.2 -1.1 0.4
H 2.475947 -0.834454 1.499372 0.4 0.3 -0.1
H 3.246761 -2.097904 0.654732 -0.7 0.1 -0.8
H 3.382408 -0.445809 0.031965 0.1 0.1 -0.1
H -1.009774 1.121055 -3.514383 0.5 0.3 -0.3
H -1.368284 1.834778 -1.876736 -0.2 0.2 -0.8
H -2.404559 0.637622 -2.701933 -1.0 -0.1 0.2
H -0.527968 2.108844 0.706314 -1.2 1.0 0.3
H 0.272804 1.286204 2.121405 -0.2 0.4 -1.3
H -0.668414 -2.158406 1.235214 -0.3 0.1 0.0
H -1.657511 -1.913149 -0.174442 -0.3 -0.3 -0.3
H 0.924949 -2.168212 -0.583430 0.9 0.8 0.5
H -1.113066 -1.120131 -2.163489 1.1 0.4 0.6